Below is a molecular structure, C28H19BrFINbO4 at a distorted geometry, with properties calculated with wB97M-V/def2-TZVPD.

Last column: natural (NBO) charge in e.
Geometry (Å):
F  -1.820203  8.563959  -2.084950  -0.671
Nb  0.304327  8.732312  -2.327050  1.457
Br  -0.047335  9.437694  -4.889478  -0.481
I  0.061964  11.494099  -1.613575  -0.428
H  2.098715  8.890710  -2.544692  -0.325
H  0.542415  8.320611  -0.561320  -0.264
H  0.364083  6.963728  -2.767708  -0.287
C  -2.481476  1.847783  -2.793322  -0.196
C  -2.275155  3.226851  -2.768682  -0.184
C  -1.794627  3.840441  -1.610723  -0.140
C  -1.530845  3.073982  -0.469044  -0.146
C  -1.760477  1.698804  -0.486008  -0.075
C  -2.225997  1.082274  -1.654720  -0.183
C  -1.532924  0.887958  0.727591  0.537
O  -1.731009  -0.320661  0.712476  -0.558
C  -1.071955  1.555631  1.961203  -0.141
C  -0.907669  0.808420  3.134886  -0.181
C  -0.459270  1.429554  4.302553  -0.204
C  -0.165438  2.792832  4.299269  -0.196
C  -0.333535  3.540735  3.132980  -0.167
C  -0.797142  2.922333  1.964228  -0.047
C  -1.005802  3.728969  0.745560  0.510
O  -0.752219  4.928087  0.743078  -0.489
H  -2.847228  1.368220  -3.698624  0.216
H  -2.486359  3.825231  -3.652149  0.228
H  -1.630999  4.916786  -1.600461  0.265
H  -2.394631  0.007107  -1.679627  0.240
H  -1.131817  -0.257066  3.145103  0.236
H  -0.337408  0.848509  5.214150  0.215
H  0.190780  3.275492  5.206773  0.218
H  -0.106791  4.605596  3.139281  0.247
C  1.832559  -2.885976  3.059264  -0.196
C  0.957537  -2.052078  2.363593  -0.196
C  0.448985  -2.450163  1.126188  -0.169
C  0.826222  -3.681430  0.576509  -0.065
C  1.720213  -4.504096  1.260709  -0.148
C  2.215726  -4.110687  2.510671  -0.158
C  2.163594  -5.782323  0.667731  0.544
O  2.946134  -6.507220  1.269711  -0.535
C  1.657437  -6.169819  -0.664085  -0.154
C  2.114148  -7.350949  -1.263410  -0.151
C  1.630465  -7.731618  -2.516989  -0.200
C  0.685000  -6.941137  -3.169762  -0.194
C  0.232473  -5.761150  -2.577570  -0.182
C  0.727330  -5.370027  -1.326382  -0.048
C  0.269324  -4.102199  -0.724551  0.506
O  -0.558131  -3.404536  -1.299684  -0.518
H  2.221735  -2.579891  4.027860  0.215
H  0.668865  -1.091897  2.785378  0.223
H  -0.237760  -1.796280  0.591196  0.270
H  2.903425  -4.753912  3.056905  0.235
H  2.849849  -7.975424  -0.759048  0.238
H  1.990362  -8.646445  -2.982861  0.217
H  0.302642  -7.241126  -4.143017  0.218
H  -0.502106  -5.146599  -3.095358  0.242

Cartesian forces, eV/Å:
2.9 -0.1 -0.2
-3.9 1.2 -0.7
0.4 -0.6 0.8
0.3 -0.6 0.2
-0.4 -0.3 0.2
0.3 -0.1 -0.8
0.4 0.4 0.4
0.1 -0.1 0.4
0.1 0.0 0.3
-0.1 0.0 -0.2
-0.2 0.0 -0.6
-0.2 -0.1 -0.5
-0.1 0.1 -0.2
-0.3 -1.1 -0.3
0.0 0.6 0.1
0.2 0.0 0.7
0.1 0.2 0.4
-0.1 -0.1 -0.4
-0.1 0.1 -0.4
0.0 -0.2 0.3
0.2 -0.1 0.7
0.3 1.8 -0.2
-0.2 -1.1 0.1
0.1 0.1 0.2
0.1 -0.1 0.2
0.1 -0.2 0.1
0.1 0.2 0.2
-0.1 0.3 -0.2
0.0 0.1 -0.2
-0.1 -0.1 -0.2
-0.1 -0.2 -0.2
0.0 -0.3 -0.3
0.0 -0.2 -0.3
0.1 0.1 0.1
0.1 0.4 0.5
0.0 0.3 0.4
-0.1 0.3 0.1
0.9 -0.7 0.8
-0.4 0.3 -0.4
0.0 -0.4 -0.6
-0.1 -0.1 -0.3
0.1 0.2 0.4
0.0 0.3 0.2
0.1 -0.3 -0.1
0.0 -0.5 -0.5
-1.1 1.0 -0.6
0.6 -0.5 0.3
0.0 -0.1 -0.2
0.2 -0.3 -0.2
0.2 -0.3 0.1
-0.2 0.0 -0.3
-0.2 0.3 0.0
-0.1 0.2 0.1
0.1 0.1 0.2
0.2 0.0 0.3

charge = -1
HOMO level = -5.478 eV
frontier orbital gap = 5.62 eV

***

Below is a molecular structure, C34H44N6O2SbSn, with properties calculated with wB97M-V/def2-TZVPD.

Last column: natural (NBO) charge in e.
Geometry (Å):
Sn  0.257741  -0.379656  -0.275149  1.441
O  -0.798444  0.039199  3.790849  -0.579
C  -0.880385  -0.097119  2.585940  0.613
N  -0.155150  0.580295  1.637993  -0.910
C  0.828525  1.504358  2.202034  -0.287
C  2.221838  1.214855  1.716817  0.233
C  3.344743  1.615960  2.428989  -0.227
C  4.597205  1.379789  1.893722  -0.107
C  4.700867  0.745247  0.658649  -0.242
C  3.541994  0.357704  0.025964  0.051
N  2.325704  0.588559  0.544206  -0.589
C  -1.854214  -1.096562  2.019670  0.094
C  -2.864368  -1.610396  2.811949  -0.190
C  -3.734562  -2.535274  2.253398  -0.117
C  -3.555266  -2.913836  0.929867  -0.224
C  -2.506808  -2.364762  0.215147  0.055
N  -1.671718  -1.467533  0.748575  -0.563
H  0.791737  1.473276  3.290083  0.269
H  0.586588  2.532154  1.907477  0.211
H  3.230400  2.097330  3.391149  0.249
H  5.486748  1.680345  2.431258  0.251
H  5.662004  0.557587  0.201871  0.250
H  3.570220  -0.147782  -0.933223  0.206
H  -2.946029  -1.275062  3.836377  0.269
H  -4.534353  -2.961706  2.844063  0.252
H  -4.218550  -3.622320  0.453977  0.253
H  -2.320446  -2.652805  -0.811541  0.217
N  3.844992  -6.853464  1.115376  -0.520
C  4.368806  -7.823163  1.966497  0.199
C  4.948771  -9.034369  1.764051  -0.215
C  5.357848  -9.724608  2.934935  0.026
C  5.136974  -9.229498  4.247866  -0.228
C  4.531322  -8.027836  4.446098  -0.093
C  4.114266  -7.299675  3.279190  0.193
N  3.477904  -6.135854  3.209555  -0.395
C  3.341852  -5.880193  1.891462  0.455
C  2.697531  -4.653430  1.402008  0.020
C  2.819790  -4.210266  0.088642  -0.216
C  2.163293  -3.049977  -0.281701  0.056
N  1.411392  -2.349358  0.571387  -0.527
C  1.305466  -2.765215  1.838157  0.065
C  1.937287  -3.906700  2.297303  -0.186
H  3.830028  -6.897591  0.108086  0.448
H  5.080461  -9.477785  0.786271  0.263
H  5.872280  -10.669937  2.816206  0.255
H  5.472938  -9.816685  5.090847  0.268
H  4.387675  -7.602030  5.429637  0.265
H  3.424870  -4.726550  -0.644788  0.237
H  2.232969  -2.670514  -1.295318  0.231
H  0.701465  -2.163396  2.505927  0.231
H  1.844356  -4.215461  3.328948  0.273
C  -3.011754  3.510833  2.074378  -0.634
C  -3.358787  3.142231  0.635744  -0.729
Sb  -1.655081  2.549431  -0.503472  1.483
C  -2.369115  2.418119  -2.527291  -0.721
C  -3.545848  3.361785  -2.775652  -0.635
C  -0.328334  4.229011  -0.421543  -0.725
C  -1.014801  5.461390  -1.012255  -0.637
H  -3.905635  3.879888  2.577514  0.255
H  -2.263867  4.303267  2.125869  0.215
H  -2.648283  2.652132  2.640140  0.218
H  -3.741220  3.993329  0.068208  0.251
H  -4.081359  2.330033  0.571750  0.247
H  -2.649611  1.378091  -2.688556  0.241
H  -1.507294  2.643675  -3.155196  0.240
H  -4.406747  3.116790  -2.154821  0.221
H  -3.861509  3.254739  -3.814740  0.256
H  -3.288963  4.408106  -2.620409  0.221
H  0.571279  3.953079  -0.970324  0.243
H  -0.072683  4.367603  0.628260  0.239
H  -1.209157  5.351569  -2.078216  0.222
H  -0.352983  6.320480  -0.890394  0.260
H  -1.948171  5.704680  -0.503616  0.220
C  -0.872060  -2.693254  -3.307379  -0.617
C  -0.056014  -1.782130  -4.193647  -0.066
O  0.389267  -0.668607  -3.422140  -0.561
C  1.043263  0.295830  -4.245015  -0.069
C  1.556044  1.425432  -3.382361  -0.606
H  -1.165719  -3.591353  -3.849707  0.243
H  -1.777523  -2.180582  -2.977766  0.204
H  -0.297793  -2.997939  -2.426811  0.186
H  -0.665940  -1.424293  -5.029578  0.187
H  0.809208  -2.304934  -4.615953  0.176
H  0.337285  0.669092  -4.994446  0.182
H  1.871837  -0.179014  -4.781502  0.182
H  0.735602  1.918598  -2.854147  0.183
H  2.056537  2.169229  -4.002227  0.244
H  2.275410  1.065040  -2.644764  0.198

Cartesian forces, eV/Å:
-0.2 0.3 0.2
0.0 0.1 0.0
-0.1 0.1 0.0
0.3 -0.3 0.2
-0.1 0.0 -0.1
0.0 0.0 0.0
0.0 0.0 0.0
0.0 0.0 0.0
0.0 0.0 0.0
-0.1 0.0 -0.1
0.1 -0.2 0.0
0.0 0.0 0.0
0.0 0.0 0.0
0.0 0.0 0.0
-0.1 0.0 0.1
0.1 0.0 -0.1
0.1 -0.1 0.0
0.0 0.0 0.0
0.0 0.0 0.0
0.0 0.0 0.0
0.0 0.0 0.0
0.0 0.0 0.0
0.0 0.0 0.0
0.0 0.0 0.0
0.0 0.0 0.0
0.0 0.0 0.0
0.0 0.0 0.0
0.1 -0.1 0.0
-0.2 0.1 0.1
0.0 -0.1 0.0
-0.1 0.1 0.0
0.1 -0.1 -0.1
0.0 0.1 -0.1
0.1 -0.1 0.1
0.0 0.1 -0.1
-0.1 0.1 0.1
0.0 -0.1 0.0
0.0 0.0 0.0
0.0 0.0 0.0
-0.1 0.0 0.1
0.0 0.0 0.0
0.0 0.0 0.0
0.0 0.0 0.0
0.1 0.0 0.0
-0.1 0.0 0.0
0.0 0.0 0.0
-0.1 0.0 0.0
0.0 0.0 0.0
0.0 0.0 0.0
0.0 0.0 0.0
0.0 0.0 0.0
-0.1 0.0 0.0
0.2 -0.1 0.2
-0.2 0.1 -0.3
0.0 0.0 0.1
0.0 -0.1 -0.1
-0.1 -0.1 0.0
0.1 0.0 0.0
0.0 0.0 0.0
0.0 0.0 0.0
0.0 0.0 0.0
-0.1 0.0 0.0
-0.1 0.0 0.0
0.1 0.0 0.0
0.0 0.0 0.0
0.0 0.0 0.0
0.0 0.0 0.0
0.0 0.0 0.0
0.0 0.0 0.0
0.0 0.0 0.0
0.0 0.0 0.0
0.0 0.0 0.0
0.0 0.0 0.0
0.0 0.0 0.0
0.0 0.1 0.0
0.1 0.0 -0.2
0.0 0.0 0.1
0.0 0.0 0.0
0.0 0.0 0.0
0.0 0.0 0.0
0.0 0.0 0.0
0.0 0.0 0.0
0.0 0.0 0.0
0.0 0.0 0.0
0.0 0.0 0.0
0.0 0.0 0.0
0.0 0.0 0.0
0.0 0.0 0.0

charge = +3
HOMO level (alpha / beta) = -15.823 / -15.272 eV
frontier orbital gap (alpha / beta) = 6.23 / 4.42 eV

***

Below is C3H5NOS in the gas phase at a distorted geometry, with properties calculated with wB97M-V/def2-TZVPD.

Last column: natural (NBO) charge in e.
Geometry (Å):
C  2.583987  0.063863  -0.013165  -0.466
C  1.390891  -0.565850  -0.034338  0.006
N  0.090847  -0.045399  0.139987  -0.579
S  -1.176984  -1.182437  0.002126  0.145
C  -0.182523  1.297785  0.003837  0.529
O  -1.327257  1.703746  -0.058523  -0.587
H  3.511949  -0.426422  -0.273383  0.226
H  2.587561  1.107584  0.272193  0.193
H  1.282000  -1.621665  -0.166172  0.200
H  -2.073317  -0.135859  -0.134793  0.189
H  0.751549  1.908390  0.018404  0.144

Cartesian forces, eV/Å:
-1.7 -0.1 0.2
0.9 0.2 0.1
1.1 1.0 -0.2
-1.1 0.6 0.0
-0.3 -0.6 0.5
0.7 0.4 -0.1
-0.2 -0.1 0.2
0.4 0.0 -0.2
0.6 -0.6 -0.4
0.4 -0.8 0.1
-0.8 -0.1 -0.2

SMILES = C=CN(S)C=O
HOMO level = -8.591 eV
frontier orbital gap = 9.37 eV

***

Below is C6H10OS in the gas phase at a distorted geometry, with properties calculated with wB97M-V/def2-TZVPD.

Last column: natural (NBO) charge in e.
Geometry (Å):
C  0.340357  0.367632  0.524362  0.114
C  -0.354441  -0.823008  -0.093854  -0.273
C  0.689544  1.445818  -0.440004  -0.485
C  0.409171  0.861966  -1.861963  -0.580
C  0.851398  0.306657  1.963989  -0.675
C  -1.055128  -2.067741  0.459168  -0.650
O  -2.241441  0.296872  -1.658065  -0.978
S  -0.918535  -0.407117  -1.736438  1.215
H  -0.136230  2.244240  -0.345296  0.250
H  1.787750  1.819393  -0.439340  0.236
H  0.070960  1.594384  -2.487056  0.224
H  1.320069  0.409308  -2.327315  0.224
H  1.335545  -0.709383  2.064359  0.242
H  -0.043009  0.439394  2.671711  0.239
H  1.550961  1.220650  2.061050  0.224
H  -1.921522  -1.835943  1.013305  0.230
H  -0.420588  -2.604731  1.100020  0.218
H  -1.264861  -2.558391  -0.468634  0.225

Cartesian forces, eV/Å:
-1.7 -5.7 -1.5
1.5 5.0 2.3
-0.6 0.5 -1.4
1.4 -1.9 1.7
-0.5 1.1 -0.6
1.4 2.0 -1.2
0.6 -0.2 0.1
0.4 0.6 -0.2
1.7 -0.5 0.3
-2.0 -0.3 0.5
-1.0 1.9 -1.8
-0.7 0.1 0.5
-0.3 1.4 0.4
1.5 -0.3 -0.8
-0.8 -1.8 0.4
-1.3 0.4 0.4
1.0 -1.0 0.7
-0.5 -1.2 0.0

HOMO level = -8.724 eV
frontier orbital gap = 9.28 eV

***

Below is 2 unconnected molecules or ions with the total composition C4H4F6N2S2 at a distorted geometry, with properties calculated with wB97M-V/def2-TZVPD.

Last column: natural (NBO) charge in e.
Geometry (Å):
C  1.164131  -2.545126  -0.719838  0.758
C  2.997799  -1.202298  -1.875330  0.734
C  0.300803  -1.268430  -0.510392  0.243
C  2.070469  -0.079574  -1.812066  0.647
N  2.459053  -2.256511  -1.043030  -0.659
N  1.000011  -0.098693  -1.006187  -0.458
F  1.137845  -3.330058  0.380208  -0.293
F  0.572586  -3.385507  -1.740085  -0.349
F  3.267770  -1.521225  -3.225995  -0.310
F  4.202476  -0.690217  -1.413074  -0.296
F  0.267408  -1.094876  0.876746  -0.354
F  2.329292  1.129905  -2.299046  -0.241
S  -1.265924  -1.278466  -1.351207  -0.305
S  -1.596016  1.648556  1.282863  -0.336
H  3.062426  -2.974237  -0.842306  0.426
H  0.441385  0.742681  -0.845088  0.480
H  -1.767876  0.884587  0.141908  0.165
H  -0.861100  0.641183  1.699209  0.148

Cartesian forces, eV/Å:
-2.7 -1.4 -1.4
0.7 -1.3 -0.6
-1.7 -1.4 -0.2
-4.3 3.1 2.8
1.9 2.9 -1.7
2.8 0.1 -2.4
0.3 0.4 -0.4
1.1 1.3 1.5
-0.5 0.0 2.0
-1.0 -1.1 -0.1
0.1 0.2 -0.3
0.3 -1.6 -0.1
0.9 0.5 0.8
-0.2 -0.2 -1.2
2.0 -2.0 0.3
0.1 0.2 -0.3
-0.3 0.6 0.5
0.4 -0.4 0.6

HOMO level (alpha / beta) = -8.576 / -8.574 eV
frontier orbital gap (alpha / beta) = 6.34 / 6.34 eV

***

Below is a molecular structure, C5H12BeO9 at a distorted geometry, with properties calculated with wB97M-V/def2-TZVPD.

Last column: natural (NBO) charge in e.
Geometry (Å):
Be  0.096695  -0.751674  -0.408815  1.426
C  1.714279  -1.443076  -2.666606  0.883
O  2.248377  -0.917451  -1.692526  -0.726
O  0.470443  -1.342612  -2.895449  -0.680
O  2.184790  -2.435889  -3.195729  -0.374
C  0.761187  -3.576948  0.107654  0.876
O  -0.313544  -3.243356  -0.345481  -0.828
O  1.459454  -4.420383  -0.408387  -0.779
O  1.346449  -2.700082  0.721726  -0.873
C  -0.854965  2.718396  -1.146700  -0.260
O  -0.913737  1.303348  -1.476141  -0.766
H  -1.853834  3.145095  -1.237779  0.171
H  -0.547323  2.994748  -0.138192  0.198
H  -0.098535  3.162779  -1.793567  0.183
H  -1.252848  1.202984  -2.368624  0.502
C  -2.770736  0.434294  1.101583  -0.257
O  -1.710512  -0.473377  1.284812  -0.738
H  -2.723261  0.689988  0.043060  0.196
H  -3.584462  -0.230845  1.390620  0.175
H  -2.803986  1.329308  1.722821  0.154
H  -1.794804  -0.843585  2.166530  0.489
C  1.803676  0.798442  2.235104  -0.234
O  1.407049  0.862154  0.887682  -0.764
H  1.762169  1.818661  2.616604  0.144
H  1.102916  0.186364  2.802919  0.199
H  2.815429  0.409300  2.349191  0.188
H  2.049636  1.323417  0.343693  0.493

Cartesian forces, eV/Å:
2.0 -3.5 0.3
-2.9 -0.9 2.8
0.8 2.6 1.7
-1.6 1.6 -0.4
2.3 -2.3 -2.8
3.2 0.8 -2.7
-8.5 2.0 -2.7
1.4 -5.5 -0.9
3.0 6.5 5.7
0.0 -0.3 -0.6
0.3 0.2 1.6
0.1 0.2 -0.4
0.1 -1.1 0.2
-0.4 0.3 -0.2
0.2 -0.1 -0.2
-0.7 -1.1 -0.2
1.8 0.6 -0.1
-0.5 0.1 0.2
-1.1 0.9 -0.6
0.5 0.1 0.1
0.5 -0.4 -0.1
0.2 0.4 0.4
-1.2 -0.6 -1.2
0.1 0.1 0.4
0.1 -0.1 -0.3
-0.1 -0.2 0.0
0.2 -0.3 0.0

charge = -1
<S²> = 0.855
HOMO level (alpha / beta) = -1.938 / -1.878 eV
frontier orbital gap (alpha / beta) = 4.03 / 3.96 eV
2S+1 = 2